Record 1
Entry from OMol25: a molecular structure, C32H88ClN9O15V in a non-equilibrium geometry (ωB97M-V/def2-TZVPD).

Structure (XYZ):
```
146
Properties=species:S:1:pos:R:3:forces:R:3
V 14.93554 10.78933 16.00363 -0.705 -1.518 0.090
N 17.22078 11.08158 14.95392 1.415 -0.201 -1.455
O 18.30119 11.27683 14.44272 -0.630 0.168 1.000
O 16.29987 10.50472 14.29320 -0.630 0.505 1.163
O 16.92309 11.41420 16.14639 0.015 -0.498 -0.054
Cl 10.85531 13.47498 15.18849 -1.119 -0.248 -2.409
O 11.65564 13.24186 13.98511 -0.158 0.117 0.379
O 11.79748 13.76461 16.24315 0.555 -0.265 1.259
O 9.98245 14.59712 15.00228 0.280 -0.820 0.319
O 10.11752 12.22826 15.45626 0.704 1.199 0.372
C 19.24002 14.27451 19.45386 -1.665 1.452 -0.227
C 18.60202 13.65744 18.21886 1.026 -2.198 -1.259
C 18.95542 14.32612 16.82969 -0.037 -0.533 2.172
O 18.24963 15.52500 16.77035 -0.827 -0.079 0.531
C 18.89694 16.44980 15.98829 -0.262 0.934 -2.593
N 19.04042 12.17880 18.19650 1.145 0.840 1.836
H 20.31209 14.24898 19.43163 0.614 -0.186 -0.086
H 18.85492 13.74423 20.34954 0.303 0.510 -0.419
H 18.93387 15.36854 19.46080 0.316 -1.247 0.379
H 17.50255 13.62441 18.32905 0.375 0.321 -0.154
H 18.66565 13.66162 16.02210 -0.026 -0.269 -0.324
H 20.02785 14.54089 16.74715 0.060 -0.300 0.155
H 18.25227 17.34996 15.87294 0.453 -0.586 0.186
H 19.08386 16.03639 14.93381 -0.209 0.518 1.148
H 19.85841 16.73954 16.38602 0.405 0.152 0.296
H 19.93915 12.05382 18.75217 -1.585 0.381 -1.031
H 19.21417 11.77150 17.29743 -0.075 0.241 -0.635
C 16.77148 6.70959 11.56044 -0.390 1.536 -0.741
C 18.06068 7.57691 11.58716 -0.968 -0.676 -1.106
C 18.16344 8.33373 10.27567 -1.190 0.415 -0.851
O 19.16616 9.31566 10.30507 -0.114 0.136 -0.989
C 19.31450 9.92427 9.00046 2.358 0.169 0.978
N 18.17260 8.42810 12.71636 0.272 0.665 1.397
H 16.74866 5.94391 12.28101 0.345 -0.948 1.132
H 16.65613 6.21624 10.59056 0.069 0.173 0.013
H 15.83993 7.30200 11.73795 0.707 -0.067 -0.245
H 18.88338 6.90497 11.62627 0.872 -0.741 0.074
H 17.15973 8.85633 10.11294 0.866 -0.600 -0.115
H 18.37566 7.64460 9.42808 -0.412 0.180 0.391
H 18.40978 10.34961 8.58803 -0.381 0.048 0.118
H 19.81760 9.26427 8.25793 -0.691 -0.093 0.483
H 20.09333 10.69855 9.19574 -0.877 -0.161 -0.334
H 17.46697 9.15261 12.72527 -0.143 0.158 -0.160
H 19.07608 8.90927 12.69105 -0.405 -0.103 -0.048
C 15.12578 6.31411 15.41343 -1.010 -0.045 -0.629
C 15.06855 7.83586 15.18991 1.461 -0.250 -0.618
C 13.83545 8.32771 14.50455 -1.453 -1.971 1.874
O 13.83880 9.68920 14.36295 -0.147 2.204 -0.099
C 12.58930 10.14567 13.74926 0.755 0.369 0.075
N 15.28487 8.63176 16.39655 -1.773 0.897 0.288
H 15.22508 5.72170 14.48468 -0.079 0.607 0.164
H 14.19630 5.94995 15.88769 0.344 0.197 0.038
H 15.96623 6.03686 16.01950 0.411 0.072 0.503
H 15.91848 8.17139 14.59198 0.056 -0.528 -0.389
H 12.95098 8.09159 15.14106 0.269 -0.204 -0.026
H 13.62374 7.79077 13.60562 0.250 -0.153 -1.085
H 11.72748 9.65832 14.23962 0.427 0.466 -0.238
H 12.67482 9.94254 12.69515 -0.245 -0.622 -0.414
H 12.61213 11.23085 13.77001 -0.416 0.054 0.497
H 16.20372 8.47980 16.76428 1.079 -0.369 0.243
H 14.59229 8.39485 17.10986 0.223 -0.171 0.040
C 11.35202 11.42434 18.60125 -1.658 -0.752 0.734
C 12.73033 11.46719 18.05703 0.305 -0.659 0.771
C 13.77399 10.74423 18.87994 0.266 0.326 0.816
O 15.01292 10.75550 18.16181 -0.245 0.926 -0.539
C 16.15687 10.39262 18.96253 -1.233 -1.846 -1.111
N 12.79772 11.01440 16.66237 1.321 0.279 -0.413
H 11.12602 12.05089 19.47584 0.566 0.056 -0.277
H 11.00902 10.43065 18.87019 0.131 -0.462 0.093
H 10.66815 11.71768 17.81799 -0.198 0.397 -0.232
H 12.95273 12.48706 18.05171 0.887 1.452 -0.376
H 13.48421 9.68863 18.96272 -0.079 0.025 0.589
H 13.99654 11.24529 19.89133 -0.774 -0.881 -1.361
H 16.96786 10.75410 18.38299 1.215 -0.090 -0.063
H 16.08236 9.27187 19.06671 0.664 1.029 0.096
H 16.11653 10.85936 19.91612 -0.092 0.518 0.776
H 12.27070 10.15728 16.48005 -0.446 0.043 0.238
H 12.32117 11.78589 16.17641 0.044 -0.641 -0.244
C 12.82361 12.86066 10.40026 -1.055 -0.353 0.898
C 14.00969 11.93403 10.80413 0.355 0.493 -0.962
C 15.00864 12.00615 9.64644 1.598 -0.920 -0.582
O 14.46775 11.75711 8.38915 -0.917 0.009 -1.624
C 14.09359 10.43435 8.06382 0.847 -1.373 1.703
N 14.66295 12.34680 12.06657 -0.123 -2.180 0.544
H 12.22885 13.25670 11.26601 0.492 -0.768 -0.519
H 12.11721 12.41485 9.65594 0.666 -0.035 0.813
H 13.16788 13.74161 9.89682 0.623 0.546 -0.283
H 13.71828 10.87482 10.81276 -0.256 0.268 0.673
H 15.86839 11.26366 9.70488 -0.628 0.663 0.808
H 15.45321 13.00523 9.53580 -0.145 -0.099 0.411
H 13.90423 10.29488 6.99628 -0.049 0.540 0.229
H 13.19921 10.12206 8.66745 0.551 0.125 -0.660
H 14.94644 9.69037 8.33495 -1.130 1.079 -0.313
H 15.56983 11.89047 12.28059 -0.863 0.032 -0.673
H 14.84994 13.30402 12.06942 0.155 1.935 -0.257
C 11.48650 7.21545 17.76130 -1.033 -0.499 1.024
C 10.16575 7.62028 17.03550 0.257 0.789 -0.393
C 9.06347 7.63428 18.03668 -0.931 -1.072 0.313
O 9.27349 8.57273 19.03921 1.757 1.276 -0.120
C 8.13240 8.82012 19.80781 -0.631 -2.809 -0.970
N 10.28235 8.95614 16.31766 -0.508 0.052 0.286
H 11.63080 6.08962 17.88910 -0.300 1.588 -0.233
H 11.62835 7.73921 18.75221 -0.509 -0.640 -0.949
H 12.19270 7.63172 17.12002 1.904 0.219 -1.054
H 9.90137 6.89544 16.25329 0.235 -0.121 0.401
H 9.06365 6.62260 18.47689 -0.340 0.017 0.061
H 8.08519 7.79126 17.56592 -0.017 0.052 -0.098
H 8.23736 9.55439 20.54840 0.704 1.082 0.834
H 7.93657 7.82058 20.28960 -0.727 1.050 -0.120
H 7.37933 9.11625 19.08174 -0.787 -0.043 0.424
H 9.60252 9.62828 16.70270 0.721 -0.234 0.502
H 9.89083 8.92620 15.37254 0.412 -0.650 0.112
C 15.65626 14.75335 14.47252 1.488 1.819 -1.403
C 15.57867 13.92050 15.66154 -0.790 -0.760 0.963
C 14.90301 14.74589 16.76074 0.206 -1.206 0.125
O 14.71930 13.88867 17.88480 -0.471 0.973 0.639
C 13.84895 14.58941 18.83541 -0.941 -2.297 -2.014
N 14.73128 12.71958 15.35406 -1.345 0.762 0.404
H 14.65593 14.82101 14.03095 0.182 0.689 0.034
H 16.35182 14.39070 13.68761 -0.340 -0.088 0.421
H 16.12093 15.72073 14.83724 -0.915 -0.644 -0.908
H 16.53890 13.58767 16.00245 0.380 -0.045 0.243
H 13.90696 15.09747 16.45528 0.259 0.141 -0.312
H 15.56832 15.57860 16.98538 -0.028 0.173 0.174
H 14.37257 15.37202 19.26403 0.839 2.018 0.579
H 13.64649 13.89470 19.64873 -0.306 -0.149 -0.127
H 12.91872 14.86895 18.24840 0.887 -0.042 1.148
H 14.58196 12.61313 14.35199 0.326 0.108 -0.660
H 13.80041 13.05968 15.62764 -0.102 -0.276 0.055
C 20.45270 6.95006 15.75807 -0.091 0.898 1.568
C 19.00390 7.13037 16.22920 -0.413 -1.012 -1.415
C 18.90414 6.93530 17.71278 1.650 -1.132 -0.062
O 17.59700 6.86665 18.12165 -1.585 0.990 0.450
C 17.45294 6.83323 19.53382 0.574 -0.678 0.341
N 18.34753 8.37570 15.87525 -0.434 1.155 -0.340
H 21.04608 7.73452 16.27733 0.018 -0.441 -0.487
H 20.62338 6.99084 14.70057 -0.228 0.236 -0.554
H 20.78362 5.98904 16.11570 0.366 -0.403 0.080
H 18.41115 6.33686 15.71424 0.174 0.400 0.396
H 19.42510 7.79094 18.10338 0.256 0.705 0.857
H 19.48183 6.02579 18.06243 -0.498 0.674 -0.413
H 16.37735 6.96611 19.80735 0.918 -0.497 -0.296
H 18.05215 7.58186 20.10814 -0.346 -0.055 -0.785
H 17.90947 5.85504 19.80135 -0.829 0.326 0.604
H 18.82718 9.25455 16.13707 0.105 -1.014 0.008
H 18.19602 8.41220 14.86418 0.224 -0.099 0.104
```
Positions in Å, forces in eV/Å.

M = 925.5 g mol⁻¹
Spin multiplicity = 3
Total charge = +1
Maximum force = 3.20 eV/Å
HOMO (spin up / spin down) = -11.172 / -11.173 eV
⟨S²⟩ = 2.01

***

Record 2
Entry from OMol25: a molecular structure, C32H88F4N10O16PbS4 in a non-equilibrium geometry (ωB97M-V/def2-TZVPD).

Structure (XYZ):
```
155
Properties=species:S:1:pos:R:3:forces:R:3
Pb -8.25267 -21.94157 0.26616 1.040 0.482 -0.668
N -9.09345 -23.54507 1.88986 -2.490 3.240 2.929
S -9.11020 -24.96653 2.33848 0.945 -11.460 -0.036
O -10.34003 -25.79192 2.19422 1.864 2.092 0.723
O -8.18164 -25.37784 3.38800 -0.979 0.966 -1.200
F -8.36230 -25.54742 1.02353 0.803 0.107 -0.475
S -10.13105 -23.17488 3.16892 -1.396 4.833 3.148
O -9.62358 -23.25133 4.52624 -0.016 -0.759 -1.775
O -11.53577 -23.40248 2.98474 0.811 -0.185 -0.749
F -10.03272 -21.58312 2.97378 0.065 -0.257 -0.714
N -9.76848 -20.22582 -0.47150 -1.049 2.994 -4.533
S -9.66253 -19.71598 -2.12781 3.751 -3.285 -2.671
O -8.28144 -19.31883 -2.47704 -2.935 0.576 0.633
O -10.79240 -19.15039 -2.82800 1.085 -0.403 1.428
F -9.55650 -21.23743 -2.69127 -0.859 0.781 0.287
S -10.53365 -18.91395 -0.04994 -2.773 3.428 6.184
O -12.00070 -18.98444 0.10343 2.695 0.054 -1.313
O -9.90742 -17.62338 -0.38373 -1.103 -2.204 -0.486
F -10.10908 -19.06870 1.50766 -0.074 0.147 -0.568
C -8.52894 -20.50303 -5.93735 0.242 -0.792 0.900
C -7.37697 -19.54156 -6.15084 0.592 -0.150 1.108
C -6.04752 -19.99429 -5.44313 -0.467 0.099 -0.205
O -5.33852 -20.98445 -6.23839 0.312 0.064 1.553
C -4.23471 -21.48968 -5.45226 0.070 0.317 -0.713
N -7.13649 -19.42662 -7.53139 1.387 -0.123 -2.776
H -8.93112 -20.54591 -4.92517 -0.127 0.646 -0.023
H -8.08621 -21.49818 -5.97929 0.014 -0.283 -0.537
H -9.33154 -20.45630 -6.67339 0.181 0.336 0.052
H -7.52455 -18.48213 -5.94126 -0.655 -0.192 1.312
H -6.18843 -20.37045 -4.42985 -0.358 -0.276 0.071
H -5.45023 -19.09179 -5.31334 0.494 0.119 -0.241
H -3.72376 -22.32498 -5.93112 -0.656 -0.235 -0.347
H -4.52756 -21.79190 -4.44678 -0.233 0.020 0.021
H -3.42947 -20.75806 -5.38579 -0.131 0.533 0.243
H -6.53923 -20.18894 -7.81817 -0.532 -1.112 -0.315
H -6.40158 -18.74424 -7.65123 -0.177 1.075 -0.092
C -10.69415 -14.94247 1.81691 0.090 0.381 0.677
C -12.14628 -14.68718 2.29120 0.495 -0.706 -0.185
C -12.48386 -15.25441 3.69413 1.621 -0.327 0.855
O -11.99445 -16.56785 3.99531 0.141 0.893 -0.745
C -12.89771 -17.53072 3.58107 0.143 -1.492 0.100
N -12.52500 -13.27479 2.16303 0.003 -0.303 -0.224
H -10.60390 -14.72789 0.75206 -0.212 -0.153 -0.024
H -10.41089 -15.97588 2.01673 -0.104 -0.038 -0.139
H -9.93972 -14.31741 2.29464 -0.069 0.195 0.360
H -12.63109 -15.30708 1.53701 -0.965 0.361 0.056
H -13.53658 -15.21639 3.97420 -0.322 0.217 -0.418
H -11.93345 -14.72372 4.47100 -0.073 0.909 -0.191
H -13.80737 -17.42104 4.17148 -0.492 -0.104 -0.330
H -12.46983 -18.50808 3.80421 0.041 -0.036 0.244
H -13.04951 -17.58091 2.50286 -0.363 0.443 -0.172
H -12.18545 -12.72547 2.93960 0.274 -0.054 0.141
H -13.52352 -13.12452 2.14153 -0.142 -0.248 -0.067
C -12.56035 -24.51554 -0.16429 -0.069 -1.281 -0.669
C -12.12059 -23.30800 -0.97180 -1.324 0.444 2.068
C -13.17917 -22.19056 -0.78311 -0.553 0.305 -0.588
O -14.35736 -22.48622 -1.51431 0.124 -0.543 -1.234
C -15.34796 -21.48455 -1.46255 -0.193 -0.475 1.122
N -10.84954 -22.86289 -0.35386 -0.638 0.326 -1.455
H -11.80872 -25.30432 -0.19523 0.360 0.091 -0.032
H -13.43483 -25.00646 -0.59136 -0.334 0.306 0.089
H -12.70701 -24.32393 0.89866 -0.118 0.362 -0.109
H -12.13706 -23.49781 -2.04502 0.832 -0.163 -0.032
H -12.88810 -21.22271 -1.19133 0.884 0.211 0.212
H -13.46439 -22.04393 0.25865 0.356 -0.087 0.419
H -15.91975 -21.35076 -2.38084 0.241 -0.476 -0.201
H -14.98921 -20.49627 -1.17498 0.416 0.050 0.034
H -15.99202 -21.85186 -0.66357 -0.707 0.563 0.035
H -10.87200 -21.86323 -0.49628 0.364 0.073 0.080
H -10.87541 -22.98725 0.64812 -0.584 -0.327 0.017
C -7.50974 -11.43774 -3.47271 0.499 -1.366 0.150
C -8.22933 -12.73863 -3.91457 -0.165 2.169 -0.529
C -7.97297 -14.07336 -3.22852 0.702 1.146 -0.320
O -8.53448 -15.15527 -3.97701 0.740 1.357 0.614
C -8.14885 -16.34958 -3.36509 -1.104 -1.608 -0.028
N -9.65388 -12.46335 -3.80577 -0.561 -1.349 -0.284
H -7.77736 -11.14412 -2.45769 0.251 -0.143 0.081
H -7.76289 -10.60508 -4.12898 -0.239 -0.198 -0.136
H -6.44857 -11.63952 -3.61873 0.308 0.420 0.472
H -7.95827 -12.80046 -4.96852 0.237 -0.641 -0.274
H -8.36724 -14.02257 -2.21360 -0.242 -0.229 0.157
H -6.88750 -14.14214 -3.15690 0.292 -0.539 0.034
H -8.52301 -16.46187 -2.34749 0.190 0.453 0.389
H -7.08393 -16.57971 -3.39796 0.255 0.327 -0.080
H -8.68314 -17.15885 -3.86280 0.191 0.021 -0.369
H -9.99495 -11.92458 -4.58903 0.181 0.553 -0.113
H -9.91590 -13.39549 -4.09310 -1.570 -0.348 0.260
C -11.83112 -15.41985 -5.66157 -0.313 0.009 -0.335
C -13.10065 -15.72219 -4.91656 1.359 0.299 -0.441
C -12.88715 -16.51418 -3.58632 -0.639 1.074 -3.041
O -14.22119 -16.61360 -3.13235 1.165 -1.401 2.329
C -14.19900 -17.48542 -1.96654 -0.829 -0.392 -0.864
N -13.78911 -14.44265 -4.75928 -1.062 -0.893 0.767
H -12.10461 -14.80904 -6.52193 -0.006 -0.197 -0.251
H -11.37557 -16.34897 -6.00407 0.666 0.288 0.198
H -11.23940 -14.73988 -5.04870 0.630 -0.549 0.070
H -13.75793 -16.29647 -5.56946 -0.044 -0.322 0.131
H -12.14969 -15.96469 -3.00123 -0.309 0.085 0.802
H -12.47908 -17.49527 -3.82931 0.044 -0.152 0.148
H -13.74773 -17.02914 -1.08549 -0.445 0.279 0.055
H -13.65243 -18.41759 -2.10944 0.634 0.151 -0.568
H -15.21017 -17.88430 -1.88577 -0.245 0.665 0.701
H -13.30884 -13.79951 -4.14625 0.693 0.074 0.081
H -14.49178 -14.82725 -4.14410 -1.248 0.943 0.221
C -7.31901 -16.98832 1.16542 0.422 -0.152 -0.442
C -5.81415 -17.21802 1.41731 -0.746 1.761 -0.139
C -5.25793 -16.30470 2.55007 -1.281 -0.440 0.574
O -5.79174 -16.62173 3.87925 0.405 -0.566 -2.369
C -5.20649 -15.81062 4.84412 -0.104 -0.913 0.895
N -5.61578 -18.62982 1.57493 0.483 -0.103 1.534
H -7.45734 -17.23887 0.11366 -0.440 -0.285 0.082
H -7.65737 -15.95494 1.24120 0.189 0.051 0.321
H -7.94033 -17.63789 1.78196 -0.018 0.109 -0.005
H -5.35017 -16.94545 0.46940 0.496 0.485 0.141
H -5.65909 -15.30764 2.36831 0.604 0.346 -0.419
H -4.17102 -16.34626 2.62079 0.190 0.166 -0.168
H -5.54929 -16.31379 5.74823 -0.010 0.745 0.471
H -5.49617 -14.76174 4.78057 -0.169 0.098 0.027
H -4.11946 -15.88938 4.86011 0.304 0.100 -0.248
H -4.62643 -18.82859 1.61700 0.522 -0.018 -0.312
H -5.84948 -18.70774 2.55442 -0.603 -1.032 0.475
C -7.01764 -23.28057 -3.57021 -1.011 -2.027 -0.052
C -7.90915 -24.26501 -2.69939 -1.119 1.285 -1.671
C -7.82590 -25.76422 -3.10722 -1.043 1.550 -0.611
O -8.56788 -25.95036 -4.33829 -0.110 -0.653 0.491
C -9.03318 -27.30264 -4.53806 1.080 0.295 0.417
N -7.64563 -24.03262 -1.30437 1.956 -1.562 -0.032
H -7.05337 -22.25714 -3.19684 0.206 -0.201 0.032
H -7.33334 -23.32620 -4.61249 -0.548 0.301 0.025
H -6.04244 -23.75366 -3.68540 0.618 0.472 0.667
H -8.94868 -23.95091 -2.79335 -0.211 -0.142 -0.593
H -8.32605 -26.27843 -2.28652 0.210 -0.546 -0.029
H -6.76927 -26.00687 -3.22014 0.096 -0.592 -0.018
H -9.64151 -27.40429 -5.43678 0.058 0.517 0.074
H -9.57543 -27.71094 -3.68521 -0.302 0.360 0.201
H -8.16489 -27.95312 -4.64312 0.179 -0.191 -0.220
H -7.97377 -24.81475 -0.75602 -0.905 -0.092 0.263
H -6.66508 -24.27387 -1.28364 0.986 0.589 0.760
C -4.37660 -19.92557 -1.41603 1.729 0.633 0.219
C -5.33358 -20.92946 -0.94725 -1.098 -0.954 -0.093
C -4.84209 -21.76922 0.24791 0.602 -0.099 -1.649
O -5.75408 -22.76056 0.66591 0.392 0.359 -0.276
C -5.17978 -23.59266 1.65251 -0.861 -0.005 1.074
N -6.54805 -20.27175 -0.59459 -0.866 0.412 0.510
H -3.51303 -20.49343 -1.76225 0.536 0.643 -0.232
H -4.13344 -19.24209 -0.60250 0.486 -0.019 0.118
H -4.78554 -19.27036 -2.18516 -0.048 -0.401 -0.315
H -5.50883 -21.54074 -1.83253 -0.294 -0.705 0.224
H -4.53819 -21.05980 1.01764 -0.112 -0.218 0.537
H -3.98470 -22.34303 -0.10383 0.647 0.318 0.071
H -4.30017 -24.17153 1.37094 0.022 0.079 -0.651
H -5.97658 -24.25843 1.98411 0.124 -0.153 -0.043
H -4.90396 -22.99151 2.51891 0.091 0.129 0.153
H -6.86042 -19.64340 -1.32103 -0.274 -0.359 -0.397
H -6.34427 -19.64349 0.16952 0.060 0.131 0.752
```
Positions in Å, forces in eV/Å.

M = 1280.6 g mol⁻¹
Spin multiplicity = 2
Total charge = -1
Maximum force = 11.50 eV/Å
HOMO (spin up / spin down) = -2.041 / -6.457 eV
⟨S²⟩ = 0.75